DFT (wB97M-V/def2-TZVPD) results for C10H12ClN in the gas phase at a distorted geometry.

F_max	0.0967	hartree/bohr
LUMO (alpha / beta)	0.848 / -1.312	eV
HOMO-LUMO gap (alpha / beta)	8.67 / 5.41	eV
E_HOMO (alpha / beta)	-7.83 / -6.72	eV
ΔE to the lowest compared entry with this formula, charge and spin	100.44	kcal/mol

CARTESIAN COORDINATES (ANGSTROEM)
C (0.66, 2.33, 1.76)
C (-0.74, 2.34, 1.61)
C (1.36, 1.40, 0.96)
C (-1.39, 1.51, 0.72)
C (0.74, 0.52, 0.07)
C (-0.68, 0.47, -0.06)
C (1.54, -0.31, -0.90)
C (1.24, -1.79, -0.95)
C (1.20, -2.54, 0.31)
C (-2.49, -0.47, -1.33)
N (-1.19, -0.43, -0.76)
Cl (0.86, -2.52, -2.46)
H (1.19, 2.98, 2.52)
H (-1.34, 3.11, 2.06)
H (2.48, 1.54, 0.90)
H (-2.45, 1.39, 0.78)
H (1.18, 0.07, -1.93)
H (2.61, -0.34, -0.60)
H (0.35, -1.91, 0.84)
H (2.21, -2.51, 0.82)
H (0.84, -3.51, 0.17)
H (-2.36, -1.42, -1.93)
H (-3.25, -0.25, -0.61)
H (-2.58, 0.36, -2.01)